Entry 1:
ORCA calculation (ωB97M-V/def2-TZVPD) on one molecule with the formula C3H7NO2 at a distorted geometry.

Cartesian coordinates (Å):
H -0.8222 0.7547 -1.4262
N -0.7304 0.6725 -0.4331
C 0.1980 -0.1075 -0.0639
C 1.0676 -0.9086 -1.0044
O 0.5420 -0.9296 -2.3127
O 0.3889 -0.1825 1.2372
C -0.7859 0.9696 1.8514
H 1.2053 -1.9162 -0.6042
H 2.0424 -0.4203 -1.0580
H -0.2763 -1.4429 -2.2880
H -1.8480 1.1171 1.5420
H -0.7305 0.4793 2.7978
H -0.2507 1.9141 1.7623

Output
Structure (SMILES): [H]/N=C(\CO)OC
ΔE to the lowest compared entry with this formula, charge and spin (eV): 3.189
Calculated total energy (Ha): -323.66378
LUMO energy (Eh): 0.03133
F_max (eV/A): 2.6
HOMO level (eV): -9.8

***

Entry 2:
ORCA calculation (ωB97M-V/def2-TZVPD) on one molecule with the formula C5H8O3 at a distorted geometry.

Cartesian coordinates (Å):
C 0.5341 1.8473 -0.1205
O 1.0213 0.6731 -0.7548
C 0.3233 -0.4014 -0.4614
O -0.8956 -0.5968 -1.1831
C -2.0143 -0.1539 -0.5240
O -2.0187 0.2952 0.6676
C 0.9807 -1.6965 -0.1621
C 0.4298 -0.7167 0.9433
H -0.3807 2.1117 -0.3623
H 1.0986 2.7541 -0.4580
H 0.7397 1.8258 1.0166
H -2.9650 -0.3279 -1.0010
H 2.0012 -1.8591 -0.2504
H 0.1426 -2.5458 -0.3006
H -0.3942 -0.9104 1.6522
H 1.3970 -0.2987 1.2985

Output
Structure (SMILES): COC1(OC=O)CC1
ΔE to the lowest compared entry with this formula, charge and spin (eV): 3.594
Calculated total energy (Ha): -420.92401
LUMO energy (Eh): 0.03519
F_max (eV/A): 6.2
HOMO level (eV): -10.0

***

Entry 3:
ORCA calculation (ωB97M-V/def2-TZVPD) on one molecule with the formula CH2S3 at a distorted geometry.

Cartesian coordinates (Å):
S 1.0467 0.1618 -0.4210
C -0.7481 0.0248 0.5998
S -2.0176 1.0414 0.0061
S -1.9254 -0.9426 -0.3901
H 1.4392 -0.7213 0.5037
H -0.3375 -0.1514 1.5730

Output
Structure (SMILES): SC1SS1
ΔE to the lowest compared entry with this formula, charge and spin (eV): 1.415
Calculated total energy (Ha): -1233.80046
LUMO energy (Eh): 0.00149
F_max (eV/A): 4.1
HOMO level (eV): -8.5

***

Entry 4:
ORCA calculation (ωB97M-V/def2-TZVPD) on a 2-piece molecular cluster, H4NO2P2 overall at a distorted geometry.

Cartesian coordinates (Å):
N -1.0791 -0.6195 0.2745
O 2.3557 -1.0082 -1.2522
O 2.3956 -0.9232 1.2965
P 1.6393 1.7612 -0.0580
P 1.8488 -0.4356 0.0124
H -0.9933 -1.0954 1.1741
H -1.1729 -1.3659 -0.4176
H 0.4827 1.6397 0.6798
H 0.9688 1.6486 -1.2621

Output
ΔE to the lowest compared entry with this formula, charge and spin (eV): 2.943
Calculated total energy (Ha): -890.37184
Charge: -1
LUMO energy (alpha / beta) (Eh): 0.13739 / 0.13740
F_max (eV/A): 1.8
HOMO level (alpha / beta) (eV): -3.3 / -3.3

***

Entry 5:
ORCA calculation (ωB97M-V/def2-TZVPD) on a 2-piece molecular cluster, C4H6N2O overall.

Cartesian coordinates (Å):
O 1.8170 2.2509 -0.1130
C 1.5460 1.1189 -0.0133
N 1.4680 -0.0834 0.2010
C 0.5791 -1.0032 -0.4704
C -0.7692 -0.3361 -0.7738
C -1.5105 0.4608 0.1690
N -0.7942 1.1633 -0.5852
H 0.4696 -1.9140 0.1309
H 1.0515 -1.2957 -1.4126
H -1.2920 -0.7011 -1.6562
H -2.2632 0.5954 0.9340
H 0.2107 -0.1220 1.7060
H -0.5129 -0.1338 1.8834

Output
Structure (SMILES): O=C=NC[C@H]1C=N1.[H][H]
ΔE to the lowest compared entry with this formula, charge and spin (eV): 4.161
Calculated total energy (Ha): -340.64200
LUMO energy (Eh): 0.03076
F_max (eV/A): 0.8
HOMO level (eV): -10.0

***

Entry 6:
ORCA calculation (ωB97M-V/def2-TZVPD) on an isolated ion of composition C7H8NO2 and charge -1 at a distorted geometry.

Cartesian coordinates (Å):
C 0.3794 -0.3590 -1.3157
C -0.5103 0.2606 -2.2725
C -0.3061 1.1320 2.2308
C -0.3646 1.5664 0.9209
C 1.1163 -1.4674 -0.9428
C -1.0085 0.7376 -0.1256
C 1.1123 -1.7030 0.6072
N -1.2475 1.1394 -1.4448
O 1.7849 -2.0946 -1.7034
O -0.6493 0.1518 -3.4922
H 0.2600 1.5637 2.9870
H -0.5718 0.0460 2.3033
H 0.2474 2.3892 0.5648
H -1.7374 -0.0107 0.2443
H 1.9797 -2.3012 1.0884
H 0.2365 -2.1421 0.9964
H 1.0532 -0.7804 1.2087
H -1.7741 1.8719 -1.8550

Output
⟨S²⟩: 2.05
ΔE to the lowest compared entry with this formula, charge and spin (eV): 2.328
Calculated total energy (Ha): -476.59982
Multiplicity: 3
Charge: -1
LUMO energy (alpha / beta) (Eh): 0.14793 / 0.09416
F_max (eV/A): 3.6
HOMO level (alpha / beta) (eV): -1.1 / -3.3

***

Entry 7:
ORCA calculation (ωB97M-V/def2-TZVPD) on C32H34ClOPPb as an isolated structure at a distorted geometry.

Cartesian coordinates (Å):
C -3.1429 -5.4363 -3.2409
C -3.7541 -5.7144 -1.9375
C -3.7732 -4.4681 -4.1443
C -1.8024 -5.9447 -3.5448
Cl -1.6252 -2.7930 -1.8907
H -4.4273 -4.9440 -4.8954
H -3.0089 -3.8905 -4.6859
H -4.3860 -3.7518 -3.5758
H -4.4135 -6.5959 -1.9570
H -4.3537 -4.8567 -1.6031
H -2.9799 -5.8939 -1.1801
H -1.8243 -6.8901 -4.1077
H -1.2390 -6.1212 -2.6198
H -1.2392 -5.2142 -4.1406
C -2.6361 1.3754 0.3660
C -2.6126 1.2274 -1.0481
C -3.0866 -0.0694 -1.3644
H -2.3214 1.9811 -1.7725
C -3.4145 -0.7294 -0.1453
C -3.1370 0.1699 0.9221
H -3.3142 -0.0174 1.9754
H -2.3387 2.2656 0.9158
H -3.1918 -0.4803 -2.3652
H -3.8491 -1.7233 -0.0525
C 2.2240 -0.5094 -2.4398
C 1.7216 0.8206 -2.4636
C 0.3994 0.7789 -2.9905
H 2.2544 1.7167 -2.1445
C 0.0832 -0.5730 -3.2773
C 1.2109 -1.3754 -2.9414
H 1.2926 -2.4521 -3.0831
H 3.2197 -0.8054 -2.1246
H -0.2496 1.6313 -3.1711
H -0.8524 -0.9257 -3.7042
Pb -0.3563 -1.6899 -0.0895
O 0.4389 0.5148 0.6409
P 1.2361 1.4049 1.5884
C 0.6028 1.2345 3.2555
C 0.8068 0.0274 3.9446
C 0.3462 -0.1120 5.2548
C -0.3388 0.9371 5.8795
C -0.6065 2.1101 5.1681
C -0.1562 2.2553 3.8547
C 2.9838 1.0519 1.4124
C 3.8613 2.0179 0.8934
C 5.2268 1.7433 0.7929
C 5.7208 0.4950 1.1834
C 4.8368 -0.4930 1.6345
C 3.4720 -0.2240 1.7357
C 0.9731 3.0732 1.0407
C 0.3183 3.3376 -0.1710
C 0.1457 4.6587 -0.5755
C 0.6299 5.7051 0.2169
C 1.3183 5.4345 1.4037
C 1.4931 4.1156 1.8203
H 1.3274 -0.7973 3.4523
H 0.5280 -1.0476 5.7849
H -0.6705 0.8295 6.9137
H -1.1682 2.9166 5.6382
H -0.3922 3.1668 3.3036
H 3.4847 2.9872 0.5654
H 5.9038 2.5109 0.4126
H 6.7909 0.2854 1.1251
H 5.2104 -1.4777 1.9158
H 2.7833 -1.0057 2.0632
H -0.0478 2.5142 -0.7874
H -0.3713 4.8667 -1.5109
H 0.4812 6.7391 -0.0921
H 1.7245 6.2360 2.0216
H 2.0310 3.8864 2.7422

Output
ΔE to the lowest compared entry with this formula, charge and spin (eV): 0.000
Calculated total energy (Ha): -2308.77202
Charge: +2
LUMO energy (alpha / beta) (Eh): -0.28260 / -0.28267
F_max (eV/A): 2.9
HOMO level (alpha / beta) (eV): -13.2 / -13.1

***

Entry 8:
ORCA calculation (ωB97M-V/def2-TZVPD) on one molecule with the formula C20H26N2O2S.

Cartesian coordinates (Å):
C -4.4249 2.1306 3.1769
C -4.4250 1.1581 2.0032
O -3.3560 1.3929 1.1027
C -2.0561 1.2695 1.4846
C -1.1612 2.0295 0.7361
C 0.2009 1.9805 0.9498
C 0.7123 1.1520 1.9363
C 2.2030 1.0594 2.1808
N 2.9843 1.1830 0.9652
C 3.9612 2.2436 0.9322
C 2.8360 0.3283 -0.0764
S 3.7084 0.4928 -1.4786
N 1.9724 -0.7072 0.0860
C 1.4893 -1.4702 -1.0404
C 0.3560 -0.7420 -1.7818
C -0.1215 -1.5663 -2.9399
C -1.2762 -2.3309 -2.8460
C -1.6897 -3.1154 -3.9088
C -0.9486 -3.1472 -5.0771
C 0.2063 -2.3893 -5.1786
C 0.6170 -1.6049 -4.1166
C -0.1676 0.3874 2.6942
C -1.5405 0.4226 2.4873
O -2.4203 -0.3466 3.2043
C -1.9357 -1.1284 4.2674
H -4.4035 3.1555 2.8133
H -3.5556 1.9668 3.8087
H -5.3219 1.9843 3.7720
H -4.4177 0.1252 2.3618
H -5.3147 1.3138 1.3864
H -1.5752 2.6626 -0.0322
H 0.8625 2.5777 0.3426
H 2.5082 1.8765 2.8406
H 2.4416 0.1173 2.6939
H 4.7178 2.0915 1.7062
H 3.4779 3.2105 1.0884
H 4.4457 2.2394 -0.0425
H 1.3055 -0.6274 0.8404
H 1.1382 -2.4362 -0.6688
H 2.3263 -1.6339 -1.7217
H -0.4637 -0.5432 -1.0860
H 0.7467 0.2138 -2.1372
H -1.8603 -2.3063 -1.9364
H -2.5926 -3.7030 -3.8244
H -1.2707 -3.7594 -5.9068
H 0.7874 -2.4094 -6.0891
H 1.5162 -1.0115 -4.1965
H 0.2413 -0.2604 3.4547
H -2.8166 -1.5873 4.7139
H -1.4264 -0.5177 5.0200
H -1.2609 -1.9159 3.9164

Output
Structure (SMILES): CCOc1ccc(CN(C)C(=S)NCCc2ccccc2)cc1OC
ΔE to the lowest compared entry with this formula, charge and spin (eV): 1.821
Calculated total energy (Ha): -1435.87476
LUMO energy (Eh): 0.01760
F_max (eV/A): 0.9
HOMO level (eV): -7.8